C66H148F30N4P7 | wB97M-V/def2-TZVPD

Structure (XYZ):
```
255
Properties=species:S:1:pos:R:3:forces:R:3
C 3.047 1.922 -0.005 -1.181 0.025 0.449
C 2.689 1.411 1.417 0.408 0.986 -1.569
C 3.311 0.036 1.500 0.891 -1.068 1.894
C 4.875 0.052 1.470 -0.747 0.247 -0.263
P 5.781 -1.303 2.408 0.740 1.581 -0.390
C 7.632 -1.406 2.122 -2.217 -0.812 -0.937
C 8.436 -0.169 2.347 0.986 -0.714 -0.084
C 9.905 -0.650 2.395 0.306 1.441 2.001
C 10.469 -1.354 1.216 -0.281 -0.740 -0.412
C 5.022 -2.780 1.619 -0.772 -1.448 0.103
C 5.623 -4.014 2.285 2.877 1.478 1.888
C 4.932 -5.232 1.699 -2.136 -0.023 -0.364
C 5.433 -6.337 2.549 1.795 -1.613 -0.083
C 5.343 -1.257 4.210 0.715 -0.371 -1.356
C 5.485 0.073 5.005 -0.792 0.964 -0.798
C 4.216 1.005 5.013 1.555 -0.740 -1.969
C 3.168 0.406 5.825 -1.490 -0.128 2.780
H 2.462 2.793 -0.301 0.375 0.401 0.288
H 2.678 1.180 -0.714 0.515 -0.250 -0.176
H 4.124 2.080 -0.062 -0.146 0.116 -0.427
H 1.614 1.454 1.592 -0.080 -0.662 -0.267
H 3.068 2.124 2.149 0.458 -0.219 0.255
H 3.005 -0.646 0.706 -0.446 0.145 0.121
H 3.093 -0.362 2.491 -0.669 -0.479 -0.036
H 5.125 0.968 2.005 0.641 0.119 0.147
H 5.116 0.113 0.408 0.964 -0.305 0.167
H 7.687 -1.683 1.069 -0.081 0.002 -0.311
H 8.004 -2.302 2.621 -0.098 0.134 0.609
H 8.197 0.290 3.307 0.028 0.362 -0.240
H 8.315 0.472 1.474 -0.185 0.451 0.331
H 10.008 -1.312 3.255 -0.057 0.183 0.367
H 10.456 0.256 2.647 0.310 -0.019 -0.028
H 10.500 -2.417 1.453 -0.489 -0.239 -0.543
H 11.520 -1.168 0.995 -0.271 0.677 -0.167
H 9.771 -1.114 0.414 0.689 -0.454 -0.796
H 5.242 -2.981 0.571 -0.379 1.169 -0.360
H 3.969 -2.715 1.892 -0.343 0.362 -0.454
H 5.595 -3.978 3.374 -0.650 0.014 0.079
H 6.697 -3.995 2.106 0.123 -0.766 -0.415
H 5.130 -5.475 0.655 -0.283 0.503 0.007
H 3.893 -5.050 1.971 -0.295 0.006 -0.739
H 5.520 -6.257 3.633 -0.138 0.184 -0.242
H 6.303 -6.773 2.059 0.641 0.259 0.666
H 4.728 -7.125 2.286 -0.998 -0.272 0.180
H 6.086 -1.961 4.585 -0.059 -0.225 0.290
H 4.403 -1.800 4.111 -0.649 0.323 1.030
H 6.305 0.644 4.569 0.228 -0.079 0.046
H 5.776 -0.163 6.029 -0.102 -0.112 -0.031
H 3.813 1.080 4.003 0.300 -0.153 -0.430
H 4.477 2.043 5.217 0.141 -0.138 0.601
H 3.187 -0.678 5.937 -0.194 -0.062 -0.830
H 2.162 0.764 5.607 -0.025 -0.299 -0.329
H 3.296 0.681 6.872 0.141 0.301 0.275
C 1.572 9.070 6.289 0.013 0.685 -0.787
C 0.335 9.083 5.293 1.208 0.794 1.012
C 0.272 7.972 4.245 -0.622 -1.510 1.855
C -1.156 7.972 3.721 -0.794 -0.347 -1.899
P -1.775 6.570 2.645 1.140 0.334 2.387
C -1.912 5.125 3.855 0.414 2.100 -2.111
C -2.063 3.771 3.182 0.909 -2.605 2.044
C -1.013 2.773 3.897 -0.010 0.880 -2.785
C -1.130 1.314 3.322 -1.139 0.467 1.387
C -3.417 6.794 1.969 -0.688 0.667 -2.037
C -3.797 5.712 0.927 -0.926 -0.565 1.924
C -5.172 6.002 0.346 0.218 -0.386 -0.678
C -5.539 4.961 -0.696 -0.873 0.763 -1.501
C -0.516 6.392 1.389 0.611 0.276 0.226
C -0.228 7.579 0.406 0.069 -1.830 -0.454
C 0.529 6.901 -0.750 -1.046 -0.312 -2.105
C -0.480 6.264 -1.788 0.593 0.994 0.364
H 2.518 9.265 5.784 0.050 -0.559 -0.417
H 1.678 8.200 6.937 -0.261 -0.368 -0.470
H 1.613 9.896 7.000 -0.873 0.266 -0.060
H 0.223 10.038 4.778 0.477 0.283 0.066
H -0.551 9.071 5.927 -0.170 -0.467 -0.082
H 0.419 7.070 4.840 0.214 -0.450 -0.130
H 1.020 7.933 3.454 -0.025 0.570 0.055
H -1.138 8.849 3.074 -0.895 0.266 -0.063
H -1.954 8.031 4.461 0.342 0.476 0.348
H -2.736 5.543 4.432 -0.423 -0.681 0.160
H -1.043 5.205 4.508 0.171 -0.151 -0.142
H -1.920 3.549 2.124 0.013 1.110 -0.240
H -3.028 3.330 3.432 -0.233 0.204 -0.090
H -0.934 3.114 4.929 -0.457 -1.315 0.426
H -0.019 2.994 3.506 0.173 0.935 0.023
H -0.253 1.061 2.727 0.051 -0.354 0.592
H -1.970 1.156 2.647 -0.176 0.615 -0.126
H -1.400 0.661 4.152 0.779 -0.581 -0.136
H -3.479 7.619 1.260 0.839 0.905 0.389
H -4.285 7.028 2.585 0.501 -0.406 0.880
H -3.974 4.777 1.459 0.730 -0.432 -0.253
H -2.993 5.647 0.193 -0.334 -0.320 -0.237
H -5.198 6.997 -0.098 0.084 0.072 -0.257
H -6.026 5.983 1.022 0.506 0.124 0.819
H -4.786 4.819 -1.470 0.294 -0.174 0.218
H -6.361 5.445 -1.224 -0.271 -0.194 -0.341
H -5.966 4.002 -0.402 0.504 0.022 0.618
H -0.700 5.410 0.952 -0.011 0.196 -0.825
H 0.455 6.268 1.869 -0.175 -0.295 0.696
H 0.471 8.347 0.737 -0.502 -0.029 0.953
H -1.178 8.017 0.100 0.221 0.234 -0.377
H 1.226 6.111 -0.474 -0.072 0.053 0.688
H 1.151 7.638 -1.259 -0.115 0.115 -0.136
H -1.055 7.071 -2.241 -0.359 0.068 0.254
H -1.134 5.534 -1.311 0.001 0.058 -0.141
H -0.018 5.797 -2.658 0.347 -0.287 0.341
C -3.494 -0.528 0.620 1.193 0.663 2.284
C -2.678 -1.698 1.245 -0.998 0.489 -2.052
C -1.291 -1.703 0.542 -0.217 -1.867 0.979
C -0.994 -3.039 -0.193 -0.052 2.109 -0.659
N 0.406 -2.933 -0.956 1.692 -3.210 3.122
C 0.848 -1.787 -1.864 -1.604 -0.796 0.089
C 0.061 -2.083 -3.184 2.611 1.607 0.846
C 0.009 -3.573 -3.220 -1.405 -1.762 -0.778
C 0.530 -4.160 -1.874 -0.909 0.977 -1.796
C 1.488 -3.112 0.266 -2.098 0.413 -1.123
H -3.481 -0.523 -0.470 -0.604 -0.304 0.208
H -2.989 0.387 0.929 0.288 0.325 -0.380
H -4.407 -0.431 1.208 -0.725 -0.255 -0.949
H -3.334 -2.532 0.998 0.568 -0.753 0.133
H -2.585 -1.636 2.329 -0.053 0.229 -0.070
H -0.645 -1.693 1.420 0.750 0.756 -0.421
H -1.224 -0.847 -0.129 0.331 -0.109 0.253
H -1.833 -3.245 -0.858 0.491 -0.083 -0.641
H -0.977 -3.881 0.499 0.574 0.001 -0.148
H 1.906 -2.013 -1.990 0.068 0.377 -0.036
H 0.652 -0.821 -1.398 0.153 -0.140 -0.037
H 0.816 -1.856 -3.937 -0.512 0.748 -0.369
H -0.793 -1.416 -3.300 -0.247 -0.664 -0.039
H 0.582 -3.942 -4.071 0.379 -0.030 0.266
H -0.978 -3.937 -3.504 -0.290 -0.004 0.542
H 1.540 -4.493 -2.111 0.359 0.449 0.964
H -0.060 -5.029 -1.584 -0.074 0.371 0.570
H 1.237 -3.975 0.883 -0.218 -0.250 -0.500
H 1.253 -2.271 0.919 0.720 0.197 -0.195
H 2.502 -3.213 -0.122 -0.195 0.439 -0.238
C 1.315 -7.473 1.732 0.139 -0.766 0.638
C 0.332 -7.810 2.820 -1.970 0.566 -0.243
C -0.885 -6.770 2.757 0.551 -1.004 3.344
C -1.715 -6.824 4.137 -0.718 1.130 -1.962
N -2.914 -5.771 4.129 0.865 0.959 1.649
C -4.053 -6.328 3.252 -0.235 -0.092 0.193
C -5.191 -6.755 4.228 0.652 1.684 -0.631
C -4.971 -5.577 5.189 -0.861 -0.778 1.689
C -3.542 -5.625 5.600 0.000 -1.389 -1.310
C -2.522 -4.268 3.801 0.957 -3.144 0.418
H 1.875 -6.585 2.024 -0.375 0.569 -0.625
H 0.710 -7.485 0.826 0.834 0.523 -0.470
H 2.069 -8.260 1.747 -0.017 -0.213 -0.559
H 0.848 -7.774 3.779 -0.420 -0.163 0.229
H -0.102 -8.784 2.595 0.279 -0.271 0.459
H -1.620 -6.972 1.978 0.657 0.371 -0.524
H -0.319 -5.839 2.790 -0.813 0.492 -0.670
H -1.068 -6.684 5.003 -0.270 0.267 -0.004
H -2.339 -7.715 4.214 0.630 -0.397 0.143
H -4.461 -5.511 2.656 0.275 0.041 -0.044
H -3.645 -7.049 2.543 -0.074 -0.070 0.255
H -6.155 -6.599 3.746 0.099 -0.403 -0.170
H -5.148 -7.752 4.667 0.279 0.171 0.041
H -5.172 -4.633 4.682 -0.391 -0.023 0.160
H -5.520 -5.676 6.125 -0.630 0.310 -0.210
H -3.239 -4.839 6.293 0.644 0.608 -1.037
H -3.359 -6.521 6.193 0.186 -0.411 -0.494
H -1.584 -4.246 4.355 -0.226 0.835 -0.039
H -3.301 -3.636 4.226 0.201 0.036 -0.573
H -2.283 -4.249 2.737 -0.501 0.509 0.093
C -6.039 -1.679 -1.749 0.042 0.956 -0.805
C -5.477 -0.645 -2.819 -0.847 -0.718 -0.861
C -6.602 0.363 -3.378 1.372 -1.140 0.569
N -6.206 1.249 -4.565 0.941 0.941 0.196
C -5.353 2.447 -4.088 -0.586 -0.474 -0.702
C -7.451 1.760 -5.381 0.361 -1.448 0.919
C -7.339 1.023 -6.705 -1.368 0.043 -0.196
C -5.881 0.850 -7.005 0.297 2.143 -0.462
C -5.353 0.532 -5.646 1.103 -1.491 0.293
H -5.398 -1.762 -0.871 -0.008 0.099 -0.176
H -6.120 -2.669 -2.196 0.006 0.097 0.041
H -7.032 -1.373 -1.420 -0.067 -0.015 0.143
H -5.081 -1.259 -3.628 -0.061 0.126 -0.136
H -4.599 -0.108 -2.459 -0.260 0.384 0.206
H -6.776 0.941 -2.470 -0.524 0.729 -0.537
H -7.525 -0.105 -3.720 0.228 -0.464 0.353
H -5.875 3.093 -3.382 -0.413 -0.268 -0.138
H -5.176 2.985 -5.020 0.358 0.221 0.287
H -4.424 2.129 -3.615 -0.083 -0.308 -0.238
H -7.480 2.847 -5.464 0.574 -0.094 -0.031
H -8.353 1.466 -4.844 0.126 0.040 0.153
H -8.036 1.578 -7.332 0.544 -0.095 -0.845
H -7.711 -0.002 -6.698 -0.538 0.030 0.638
H -5.413 1.790 -7.297 -0.129 0.250 -0.398
H -5.626 0.128 -7.780 -0.077 -0.174 0.380
H -4.296 0.778 -5.551 -0.141 0.249 0.353
H -5.343 -0.556 -5.585 -0.507 0.030 0.871
C 3.166 -0.675 -6.108 -0.481 0.255 -0.049
C 2.963 0.858 -6.182 0.665 -0.265 0.224
C 1.556 1.233 -5.810 -0.443 0.343 0.159
N 1.301 2.740 -5.623 0.291 0.394 1.007
C 2.131 3.393 -4.478 0.021 -1.196 -0.461
C 1.518 3.523 -6.901 -1.641 0.046 0.119
C 0.167 3.328 -7.637 -0.271 -0.133 0.142
C -0.953 3.382 -6.550 1.915 0.552 0.138
C -0.172 2.924 -5.256 -1.058 1.041 -1.167
H 4.169 -0.991 -6.393 0.006 0.235 0.275
H 2.482 -1.224 -6.755 -0.165 0.241 -0.206
H 2.930 -1.017 -5.100 0.349 -0.031 0.099
H 3.252 1.242 -7.160 -0.242 -0.108 -0.194
H 3.644 1.352 -5.489 0.212 -0.205 0.180
H 1.210 0.799 -4.872 0.311 -0.120 0.086
H 0.854 0.876 -6.564 -0.169 0.219 -0.067
H 1.935 2.901 -3.525 0.086 -0.594 -0.334
H 1.864 4.425 -4.249 -0.241 0.071 -0.918
H 3.175 3.310 -4.779 -0.089 0.115 0.257
H 1.640 4.552 -6.566 -0.096 0.105 -0.217
H 2.402 3.255 -7.481 -0.106 -0.402 0.361
H 0.033 4.130 -8.363 0.024 -0.295 -0.203
H 0.091 2.347 -8.106 0.384 0.139 -0.335
H -1.201 4.441 -6.481 -0.225 -0.014 0.439
H -1.874 2.847 -6.782 0.431 -0.355 0.013
H -0.177 3.781 -4.581 -0.220 -0.492 0.334
H -0.607 2.030 -4.808 0.468 0.231 -0.074
P 1.085 -3.105 4.514 1.301 -0.312 1.322
F 2.380 -3.905 3.971 1.134 -0.490 -1.059
F 0.330 -3.672 3.139 -0.023 1.503 1.008
F 0.691 -4.482 5.299 -0.966 0.709 -0.326
F -0.255 -2.297 5.065 1.780 -1.049 -1.030
F 2.036 -2.716 5.799 -1.232 0.270 0.141
F 1.734 -1.745 3.819 -1.503 -0.581 -0.526
P -4.268 -5.943 -1.277 1.105 -0.144 -1.394
F -3.596 -4.487 -0.700 -0.138 -0.686 -0.033
F -5.138 -5.992 0.052 -0.228 -0.673 1.246
F -5.436 -5.163 -1.932 -1.527 1.519 -0.987
F -4.925 -7.342 -1.885 1.340 1.034 0.954
F -3.396 -5.649 -2.675 -0.018 -1.130 1.596
F -3.069 -6.755 -0.497 -0.310 0.326 -0.902
P -2.083 -1.563 -6.818 1.170 -1.253 -2.442
F -3.464 -1.382 -7.731 0.064 -0.192 2.169
F -2.133 -3.232 -7.077 -0.811 2.357 1.303
F -1.318 -1.410 -8.264 0.569 -0.872 0.324
F -0.612 -1.839 -6.073 -1.541 0.900 -0.041
F -1.887 0.073 -6.823 -0.486 0.041 1.746
F -2.876 -1.471 -5.278 1.046 -0.499 -2.787
P 5.629 -1.988 -2.553 1.830 -0.399 -2.574
F 4.545 -2.815 -1.703 -1.006 -1.344 -0.279
F 6.588 -3.332 -2.724 -0.800 0.796 1.508
F 5.034 -2.361 -4.030 -0.714 0.270 1.328
F 6.835 -1.181 -3.321 -1.019 0.371 1.298
F 4.656 -0.707 -2.415 -0.030 0.447 -0.743
F 6.177 -1.555 -1.059 1.521 -0.138 0.201
P -0.948 2.218 -1.637 -1.168 -1.809 -0.056
F 0.108 3.355 -1.293 0.733 -0.205 1.027
F -2.013 2.577 -0.479 0.846 0.303 1.174
F -1.707 3.343 -2.507 0.107 0.041 -1.337
F -1.990 1.118 -2.153 -0.900 -0.703 0.029
F -0.007 1.631 -2.816 0.856 0.934 -0.241
F -0.218 1.075 -0.650 -0.360 1.414 -0.040
```
Positions in Å, forces in eV/Å.

As for the HOMO energy (alpha / beta): -13.6 / -13.6 eV. The value obtained for the LUMO energy (alpha / beta) is -3.406 / -10.781 eV. As for the spin multiplicity: 2. As for the expectation value of S²: 0.754. The calculation puts the electronic energy at -8208.19339 a.u. Its net charge is +2.

Atomic partial charges in e from the Mulliken method, atoms 1 to 4:
1 C -1.061
2 C 0.147
3 C 0.824
4 C -1.353